No. 1
{
  "formula": "C2H3NS2",
  "method": "wB97M-V/def2-TZVPD",
  "charge": 0,
  "de_lowest_ev": 0.718,
  "lumo_energy_ev": 0.267,
  "energy_ev": -25281.8518,
  "orbital_gap_ev": 9.574,
  "largest_force_ev_per_a": 2.8,
  "elements": ["C", "C", "N", "S", "S", "H", "H", "H"],
  "xyz": [[0.948, -0.345, 0.238], [-1.322, 0.648, -0.005], [2.122, -0.662, 0.005], [0.326, 1.422, 0.223], [-0.728, -0.992, 0.220], [-2.189, 0.874, 0.714], [-1.564, 0.721, -1.077], [2.407, -1.666, -0.320]],
  "forces_ev_per_angstrom": [[-1.38, 1.61, -1.06], [-0.50, 0.50, 0.13], [0.99, -2.21, -0.66], [0.31, -0.47, 0.52], [0.65, -2.16, 0.38], [1.54, 0.04, -1.17], [-0.45, 0.43, 0.64], [-1.18, 2.26, 1.23]]
}

---

No. 2
{
  "formula": "C14H7BF7IrO2S",
  "method": "wB97M-V/def2-TZVPD",
  "charge": 1,
  "de_lowest_ev": 3.402,
  "multiplicity": 2,
  "lumo_energy_ev": [-5.437, -7.060],
  "energy_ev": -52091.5551,
  "orbital_gap_ev": [6.290, 4.638],
  "s_squared": 0.8191,
  "largest_force_ev_per_a": 5.0,
  "elements": ["Ir", "C", "C", "O", "C", "C", "C", "C", "C", "C", "O", "H", "H", "H", "H", "H", "H", "H", "F", "B", "F", "F", "C", "C", "F", "C", "F", "C", "S", "C", "F", "C", "F"],
  "xyz": [[-0.297, -0.159, 1.006], [2.554, 3.206, 0.803], [1.892, 1.972, 0.264], [0.724, 1.733, 0.646], [2.596, 1.143, -0.681], [3.870, 1.493, -1.156], [4.508, 0.754, -2.122], [3.879, -0.372, -2.667], [2.640, -0.754, -2.226], [1.970, -0.045, -1.191], [0.852, -0.550, -0.775], [1.883, 3.702, 1.498], [2.794, 3.889, -0.012], [3.479, 2.947, 1.318], [4.367, 2.369, -0.765], [5.489, 1.048, -2.465], [4.373, -0.948, -3.436], [2.148, -1.639, -2.604], [1.947, -0.757, 2.969], [1.035, -1.325, 2.197], [1.240, -2.613, 2.020], [-7.048, 1.487, 0.784], [-5.920, 0.893, 0.500], [-5.807, 0.122, -0.657], [-6.847, -0.023, -1.453], [-4.607, -0.490, -0.959], [-4.504, -1.212, -2.055], [-3.482, -0.349, -0.123], [-2.011, -1.127, -0.539], [-3.637, 0.431, 1.038], [-2.572, 0.594, 1.849], [-4.827, 1.036, 1.362], [-4.944, 1.741, 2.471]],
  "forces_ev_per_angstrom": [[2.35, 0.49, -4.44], [-0.40, 0.20, -0.10], [1.14, -0.24, -0.50], [-0.89, -0.86, 1.79], [-0.95, -0.65, 0.31], [0.51, -0.04, -0.38], [0.05, 0.35, 0.21], [-0.22, 0.13, 0.10], [-0.53, -0.07, 0.38], [1.57, 0.82, 0.01], [-2.46, -0.57, 2.27], [0.01, -0.02, -0.01], [0.07, 0.03, 0.02], [0.02, -0.07, -0.04], [-0.03, 0.02, 0.03], [0.02, 0.00, 0.00], [0.00, -0.03, 0.00], [0.02, -0.03, -0.06], [-0.60, 0.71, 0.00], [0.16, 0.07, -0.91], [-0.82, 0.04, -0.28], [-0.03, -0.02, 0.03], [0.15, -0.15, -0.13], [0.03, -0.06, -0.02], [-0.04, 0.05, 0.01], [0.01, 0.14, -0.02], [-0.07, 0.00, 0.00], [0.37, -0.12, 0.17], [0.51, -0.16, 1.31], [-0.08, -0.13, -0.15], [-0.10, 0.11, 0.30], [0.31, -0.04, 0.15], [-0.05, 0.08, -0.03]]
}